# 1
{"formula": "C4H4FN", "method": "the ωB97M-V functional and the def2-TZVPD basis", "multiplicity": 1, "relative_energy_kj_mol": 478.6, "e_tot_ev": -8414.8364, "homo_energy_ev": -9.2, "symbols": ["C", "C", "C", "C", "N", "F", "H", "H", "H", "H"], "positions_angstrom": [[1.444, -1.528, -0.454], [1.147, -0.085, -0.046], [2.369, 0.242, 0.338], [-0.070, 0.700, -0.081], [2.708, -1.635, -0.337], [2.926, 1.402, 0.614], [0.796, -2.240, -0.753], [-0.907, -0.053, -0.014], [0.047, 1.223, -1.046], [-0.438, 1.419, 0.740]], "lowdin_charge": [-0.180, -0.303, -0.065, -0.076, 0.156, 0.101, 0.071, 0.091, 0.092, 0.113]}

=====

# 2
{"formula": "C4H4FNO", "method": "the ωB97M-V functional and the def2-TZVPD basis", "multiplicity": 1, "relative_energy_kj_mol": 108.5, "e_tot_ev": -10466.4311, "homo_energy_ev": -9.2, "symbols": ["O", "C", "N", "C", "C", "C", "F", "H", "H", "H", "H"], "positions_angstrom": [[-1.113, -0.209, 1.571], [-0.346, -0.393, 0.656], [-0.133, -1.536, -0.204], [0.433, -1.026, -1.420], [0.667, 0.393, -1.349], [0.597, 0.628, 0.166], [-0.063, 1.877, 0.497], [-0.824, -2.231, -0.281], [0.641, -1.661, -2.214], [0.952, 1.152, -2.112], [1.539, 0.663, 0.676]], "lowdin_charge": [0.133, -0.396, 0.088, -0.048, 0.026, -0.221, -0.047, 0.117, 0.083, 0.111, 0.153]}

=====

# 3
{"formula": "C4H4FNOS", "method": "the ωB97M-V functional and the def2-TZVPD basis", "multiplicity": 1, "relative_energy_kj_mol": 409.1, "e_tot_ev": -21298.3759, "homo_energy_ev": -9.7, "symbols": ["C", "C", "C", "C", "H", "H", "H", "H", "N", "O", "F", "S"], "positions_angstrom": [[-1.414, -0.891, 0.052], [-0.400, 0.070, -0.587], [1.522, 0.985, 0.109], [0.070, -1.147, 0.188], [-1.792, -0.821, 1.172], [-0.542, -0.022, -1.743], [0.079, 2.150, -0.027], [0.289, -0.817, 1.232], [0.121, 1.195, 0.165], [2.374, 1.896, 0.342], [-2.167, -1.873, -0.702], [1.859, -0.723, -0.201]], "lowdin_charge": [-0.155, -0.329, -0.719, -0.391, 0.190, 0.196, 0.119, 0.077, 0.071, -0.022, -0.047, 1.012]}

=====

# 4
{"formula": "C4H4FNS", "method": "the ωB97M-V functional and the def2-TZVPD basis", "multiplicity": 1, "relative_energy_kj_mol": 9.1, "e_tot_ev": -19254.8182, "homo_energy_ev": -8.3, "symbols": ["F", "C", "C", "N", "C", "S", "C", "H", "H", "H", "H"], "positions_angstrom": [[2.466, -0.713, -0.015], [1.179, -0.233, -0.014], [0.817, 1.077, 0.029], [-0.589, 1.104, -0.039], [-1.151, -0.136, -0.035], [-2.756, -0.394, 0.004], [-0.007, -1.116, -0.010], [1.432, 1.962, 0.090], [-1.204, 1.901, -0.067], [-0.095, -1.742, -0.835], [-0.094, -1.709, 0.892]], "lowdin_charge": [0.042, -0.241, 0.000, 0.004, -0.850, 0.634, -0.100, 0.125, 0.136, 0.111, 0.139]}